Here is the molecule C22H23ClN2O in a non-equilibrium geometry from the Open Molecules 2025 dataset. Energies are from ωB97M-V with the def2-TZVPD basis set.

XYZ file:
```
49
Properties=species:S:1:pos:R:3
H 0.65468 -0.18015 -1.60297
C -0.76962 -1.65430 1.26220
H -1.65659 -0.11589 2.25061
C -1.72788 -0.52486 -0.60312
C 1.66799 -3.22081 -0.49593
C -1.50246 1.89949 0.11709
H 2.42485 -3.47875 1.49753
C 2.12771 3.12569 -0.40693
H 2.13941 -1.80095 -2.13225
C 2.41583 0.90270 0.42677
C -3.42704 1.22771 -1.23245
H 0.06347 -0.05073 2.66210
C 2.60356 -2.91927 0.64471
C 1.33907 -2.08029 -1.42755
N 3.53979 -1.02860 1.87789
H -3.19614 4.64749 -0.76616
C 3.80186 0.26490 2.12692
C 3.41880 1.26461 1.31035
H -1.65007 -2.17233 1.32281
C 0.78116 -0.85326 -0.72346
H 3.13571 3.31539 -0.72014
C -2.44163 -1.50174 -1.29774
C 1.96630 -0.46086 0.21308
H 3.89042 2.27188 1.29530
H 1.86619 -4.23441 -0.90301
H -4.27433 -1.90572 -2.46581
C -2.26461 0.85511 -0.54488
H -0.47919 1.61827 0.52413
H 0.02475 -2.41526 1.48244
C -3.59498 -1.15088 -2.03301
H 1.58625 3.50110 -1.12896
O 1.74120 1.82212 -0.39292
H 1.94188 3.72568 0.53455
H -4.95456 0.42041 -2.50290
H -1.15685 -1.32101 3.31749
C -3.04679 3.59047 -0.71994
C -3.81682 2.60197 -1.31037
H 3.53373 -3.22258 0.24808
H -1.26087 4.09320 0.40994
H -2.08468 -2.54792 -1.00860
C -4.05686 0.21975 -2.01807
H -4.80019 2.83825 -1.76484
Cl 4.89421 0.62017 3.36769
H 0.47082 -2.56532 -2.04982
H 0.69421 -3.56143 -0.09228
C 2.67123 -1.45619 0.94378
N -0.53427 -0.91873 0.06381
C -1.85724 3.24563 0.00971
C -0.84139 -0.72975 2.43511
```

For the largest force on an atom, the calculation gives 0.103 Eh/bohr. Its HOMO-LUMO gap is 8.3201 eV. The HOMO energy is -7.9 eV. For the energy, the calculation gives -40734.5346 eV. The SMILES is CCN(c1cccc2ccccc12)[C@@H]1CCCc2nc(Cl)cc(OC)c21.

Here are the natural (NBO) charges for atoms 1 to 8, given in e: number 1, H, carries 0.2422; number 2, C, carries -0.2081; number 3, H, carries 0.2019; number 4, C, carries 0.1772; number 5, C, carries -0.4115; number 6, C, carries -0.2026; number 7, H, carries 0.2324; number 8, C, carries -0.2364

Here is the molecule C36H38N8O6 in a non-equilibrium geometry from the Open Molecules 2025 dataset. Energies are from ωB97M-V with the def2-TZVPD basis set.

XYZ file:
```
88
Properties=species:S:1:pos:R:3
O -1.12411 4.16749 -0.75260
H 3.10183 0.63794 -2.00236
C -2.82768 1.67073 -2.88641
H -1.38630 2.59782 -4.19535
H 1.65135 2.48631 3.46713
C -2.89792 -1.96641 2.66243
C -0.38442 2.05442 5.32316
H -2.43777 0.66807 -3.07744
H -2.55832 -2.50521 -4.28422
H -2.15999 1.49259 4.20680
C 1.12407 1.53976 3.33750
H 0.27990 1.65695 2.65212
C -0.38516 3.29959 -1.14105
H -1.07785 -0.39578 6.34031
C -1.87163 -1.96139 1.51279
O 2.85568 -1.24993 -3.28955
C 3.44949 1.82117 -0.22745
H -1.84499 -3.08624 5.62406
N -1.43522 1.17706 0.05350
H 2.97879 -3.18621 -0.99652
C 1.67467 3.32125 0.44698
H -0.14670 2.22820 6.37269
H -0.03912 -1.68859 -7.65335
H -3.63907 1.85752 -3.59206
C 1.40305 -1.74348 -0.74593
H 1.29327 -0.70351 -0.42094
C 1.44363 1.89683 -1.49086
N -1.96926 -0.75447 0.74924
H 3.54671 3.10101 1.47158
C 2.70565 1.36682 -1.31227
N 0.95336 -1.84818 -2.12154
H 4.19572 -2.62482 1.10077
H -2.43758 1.59963 5.96031
H 1.48442 0.90047 5.36256
C -1.59083 -2.25987 -4.69520
O -1.21543 -2.37000 -1.56923
C 2.83575 -2.21541 -0.51691
O -0.06443 -0.18456 4.55903
C -2.97333 -0.38570 -0.06860
C 2.89775 -1.09794 1.74418
H 3.53329 -1.51216 -0.96846
C 0.61545 1.05621 4.70573
H 1.91177 -1.33656 -6.15040
C 0.43090 1.64968 -2.54052
C -0.49958 -2.06903 -3.87421
H -3.81406 -1.01114 -0.27787
C -2.67706 -3.16398 3.59489
H -3.62577 -3.48137 4.02884
N 3.35713 0.69219 2.84680
C -1.72025 1.32878 5.19013
C -2.61987 0.87190 -0.51462
C -1.27765 -0.13062 5.28592
H -0.73639 -2.54180 4.34905
N -0.58375 2.55111 -2.30085
C -0.15521 -1.79607 -6.58496
H 0.71012 -2.35977 -0.16363
H 1.27985 4.07920 1.10571
H -3.17488 -1.08762 5.43521
H -3.90941 -1.95099 2.23505
H 4.43536 1.41979 -0.04926
N -1.06095 0.20388 0.80489
C -2.30489 -1.13297 4.75747
N 3.87772 -0.31167 2.24071
O -2.74713 -0.79841 3.45141
H -0.37370 3.00739 4.79976
H 2.53052 -3.15187 1.40309
C -0.37167 -2.12497 -2.40332
C 1.69220 -1.55766 -3.26475
H -2.23486 -2.25803 -6.73569
C 2.94191 2.77726 0.63801
C 1.69601 -0.51304 2.08669
C -1.77685 -2.56662 4.67184
C 0.75249 -1.74096 -4.39746
H -2.03953 -2.81321 0.84858
C 0.93619 2.87172 -0.62674
C -3.36388 1.76053 -1.44847
H -2.11937 3.70994 -3.00015
H -0.86724 -2.00921 1.93495
C 0.94384 -1.59941 -5.75406
H -3.29129 2.79082 -1.09683
C -1.39902 -2.11873 -6.06594
H 0.67259 -0.73960 1.89942
C 3.14668 -2.35293 0.98010
N 2.03615 0.59922 2.76150
H -4.41295 1.45853 -1.43184
C -1.73195 2.70013 -3.16193
O 0.43831 0.85024 -3.45092
H -2.22608 -4.00706 3.07697
```

For the largest force on an atom, the calculation gives 0.026 Eh/bohr. Its HOMO-LUMO gap is 8.7331 eV. The HOMO energy is -8.8 eV. For the energy, the calculation gives -62156.4584 eV. The SMILES is O=C1c2ccccc2C(=O)N1CCCc1cn(C[C@H]2CC[C@@H]([C@@H]3CC[C@H](Cn4cc(CCCN5C(=O)c6ccccc6C5=O)nn4)O3)O2)nn1.

Here are the natural (NBO) charges for atoms 1 to 8, given in e: number 1, O, carries -0.5698; number 2, H, carries 0.2513; number 3, C, carries -0.3961; number 4, H, carries 0.2212; number 5, H, carries 0.2249; number 6, C, carries 0.1102; number 7, C, carries -0.4204; number 8, H, carries 0.2145

Here is a cluster of 3 separate species, C39H61F2N2O8PS2 in total from the Open Molecules 2025 dataset. Energies are from ωB97M-V with the def2-TZVPD basis set.

XYZ file:
```
115
Properties=species:S:1:pos:R:3
H 2.01086 -1.95988 -2.46669
H -8.28100 2.81060 1.86434
C -0.95560 -2.32124 0.32119
C -1.56708 -1.56911 -0.68545
H -1.57782 -1.69244 -3.37028
C 4.03555 1.72749 0.28562
C 4.20109 1.94745 1.78934
H -3.66216 -3.51523 1.92689
C 0.00258 1.76159 -2.66480
H 5.06423 2.60303 1.92149
C -1.45261 1.85217 -2.32324
H 4.48883 -1.99897 3.46483
S 3.16489 -1.55335 5.40747
H 5.79068 -0.04810 -4.62537
C 5.65944 -1.38098 -2.10075
H 4.17327 -2.30312 -3.33114
H 2.88859 -0.09011 -3.64448
H 0.70817 -6.56495 2.13116
C -7.32349 4.85898 4.51062
H 2.61667 4.53526 2.85620
H -4.50901 3.35964 1.36574
H -4.53979 -1.42719 -2.19406
S 0.79938 -2.44795 0.37705
C 5.10957 -1.75760 -3.47825
H -5.59103 4.67989 1.75489
F -5.25548 0.98492 -2.19400
H -7.24363 3.81130 0.05667
H -7.69831 5.17219 2.41316
C 2.74225 -0.95697 2.72177
C 1.97279 1.59809 -1.13306
C 2.79171 0.99994 -0.17783
H 4.49971 -0.95809 -5.37208
H 3.25686 -2.09226 0.97031
H -9.07779 4.57934 3.30791
C 4.85615 -0.57404 -4.41258
H 5.81007 -2.30021 -1.52557
H 3.64426 1.23052 -4.54202
O -5.81948 -1.16745 1.41618
H -7.59494 5.87488 4.80141
H -6.23593 4.82041 4.43367
O -0.70385 -5.12563 1.94683
C -7.99554 4.47043 3.19699
H 4.19192 0.85080 -2.91354
C -2.97827 -1.53570 -0.74704
H -3.10354 -0.55434 -2.68298
C -3.70475 -2.24260 0.21472
C -7.69572 3.03790 2.75939
O 2.34035 2.84844 -1.62589
H 3.98406 2.72788 -0.14033
H -5.65510 2.82340 3.42529
C -3.72710 -0.79574 -1.82976
N -0.78263 -0.83707 -1.64968
C -5.56475 3.63292 1.43702
C -1.02671 -3.81617 2.38225
H -6.12687 1.69897 2.17101
H 4.42887 -0.27348 3.91185
O -4.12583 1.00049 -0.28320
C 3.83948 0.41141 -3.84841
P -5.53478 -2.20114 0.18368
C 3.25689 -1.04215 1.27105
H 0.11624 1.31572 -3.65431
H 2.12957 2.64210 1.80300
C 6.96451 -0.58730 -2.12014
H -6.61775 -3.71130 1.25476
H 2.51938 -2.67242 5.05827
H 5.78803 -2.46023 -3.96940
H 7.22953 -0.33257 -1.09003
H 0.35002 2.79250 -2.76156
H 7.93336 -1.57569 -3.80351
H -1.73498 -3.89578 3.21175
H -0.23942 -3.44491 -3.80456
C 0.09332 -2.92273 -2.90351
C -4.34776 0.47829 -1.32811
C 1.61441 -2.84081 -2.97179
C 1.24015 -0.84282 -0.19512
H 8.30941 -2.28523 -2.23085
C 0.42154 -0.23150 -1.13912
C 8.12671 -1.34491 -2.75501
O 3.41045 4.02399 2.67706
H -1.70129 1.98163 -1.25437
H 1.19863 -5.18451 1.11852
H 9.04374 -0.75610 -2.71306
H 4.92583 1.27340 -0.16044
H 2.00293 -1.74813 2.85424
C 2.41376 -0.25943 0.28929
C 3.83937 -1.17547 3.75775
H -8.05289 2.34944 3.53257
H -0.04565 -0.89104 -3.59850
H 4.90358 -0.80650 -1.55267
N 1.69558 3.88399 -0.85078
H -6.15358 2.46595 -0.28117
H 2.21132 -0.02068 2.89709
H 1.93707 -2.85161 -4.01534
C 0.66668 -5.48224 2.02416
C -3.06261 -2.96860 1.20861
H 1.14447 -5.04771 2.90662
O -5.71060 -3.66043 0.92978
H -5.25034 -1.30454 2.18620
H -5.67098 4.11302 -0.67365
H 6.81964 0.36323 -2.64145
C 3.02140 2.66845 2.43513
H 4.29056 -0.70725 1.18513
O -2.32365 1.84865 -3.15574
H 2.77665 2.19731 3.39338
F 2.18419 -3.97853 -2.39523
C -1.68476 -3.02298 1.28490
H -0.14512 -3.29192 2.76070
C -6.19760 3.49661 0.05715
H -0.21022 -3.54676 -2.06431
C -6.21935 2.74205 2.49082
H -7.62895 4.18829 5.31672
C 0.81061 1.03021 -1.62736
O 1.80808 4.90652 -1.37402
H 4.43001 1.04013 2.34058
C -0.59194 -1.55581 -2.92450
```

For the largest force on an atom, the calculation gives 0.013 Eh/bohr. Its HOMO-LUMO gap is 8.0368 eV. The HOMO energy is -8.4 eV. For the energy, the calculation gives -97186.0740 eV. The SMILES is COCc1cc(P(O)O)c(CC(=O)F)c2c1Sc1c(CCCS)c(CCCO)c(ON=O)c(CC=O)c1N2CCCF.CCCCCC.CCCCCC.

Here are the Löwdin charges for atoms 1 to 8, given in e: number 1, H, carries 0.0900; number 2, H, carries 0.1014; number 3, C, carries -0.3313; number 4, C, carries -0.1440; number 5, H, carries 0.1173; number 6, C, carries -0.1122; number 7, C, carries -0.1513; number 8, H, carries 0.1145

Here is the molecule C19H26F3N5O in a non-equilibrium geometry from the Open Molecules 2025 dataset. Energies are from ωB97M-V with the def2-TZVPD basis set.

XYZ file:
```
54
Properties=species:S:1:pos:R:3
H -4.59482 -4.96985 0.65290
H 2.71242 4.35766 2.42243
N 4.96938 1.50710 1.08685
H 0.45327 5.33021 1.44009
C -3.78432 -4.37119 0.26838
C 2.44997 1.12565 -1.38064
H 1.15428 3.90753 3.13768
H 0.92800 -2.87774 0.09519
C 0.04917 4.57067 0.77749
C 0.35743 0.20260 -2.14000
F -5.21176 -1.19868 0.84335
H 2.58060 2.90067 3.39831
H -0.37361 5.07312 -0.08955
C 3.27744 1.43513 -0.18551
C 1.74784 -1.04912 -0.66882
H -1.32022 -0.03390 -0.83267
H -2.36682 -5.96858 0.24951
C 1.71099 2.71151 1.43401
H 2.22501 -1.55634 -1.52453
F -6.15819 -3.12819 0.92397
N 4.05186 2.11567 1.70891
H 3.12236 0.63750 -2.10584
C -3.97307 -3.02649 -0.00657
O -0.00791 -2.60746 -2.44364
H 0.54890 0.97194 0.91473
H -3.14199 -1.20234 -0.71349
C 0.74914 1.57785 1.79589
H -0.54215 -4.60546 -0.60850
H -0.75558 4.04966 1.28916
N 2.95134 2.10775 0.95153
N 1.30955 0.28646 -1.04428
C 2.06070 3.52627 2.67859
C -1.68854 -2.79007 -0.73074
C -1.50615 -4.14279 -0.44871
H 0.29956 -3.49390 -2.22733
C -2.94215 -2.24049 -0.50624
H -1.60315 -0.59011 -2.50480
C -0.88617 -0.55556 -1.68500
H 1.94436 4.16888 -0.13625
N 4.53715 1.06926 -0.08500
C -2.53621 -4.92349 0.04146
F -5.93680 -2.11516 -0.95972
H 2.08642 2.05324 -1.82979
H 1.18614 0.95039 2.57011
H 0.07196 1.21696 -2.43143
H 0.69815 2.94833 -0.44512
H 2.48999 -0.96169 0.12811
H 0.79088 -0.30392 -3.01582
C -0.51243 -1.98468 -1.27555
H -0.18395 1.98688 2.17186
C 0.56924 -1.88432 -0.18055
H 0.12545 -1.42565 0.70401
C -5.31240 -2.37926 0.20475
C 1.12945 3.59754 0.31681
```

For the largest force on an atom, the calculation gives 0.027 Eh/bohr. Its HOMO-LUMO gap is 9.6775 eV. The HOMO energy is -9.2 eV. For the energy, the calculation gives -37775.6140 eV. The SMILES is CCC(C)(C)n1nnnc1CN1CCC(O)(c2cccc(C(F)(F)F)c2)CC1.

Here are the natural (NBO) charges for atoms 1 to 8, given in e: number 1, H, carries 0.2326; number 2, H, carries 0.2199; number 3, N, carries -0.0687; number 4, H, carries 0.2102; number 5, C, carries -0.1768; number 6, C, carries -0.2648; number 7, H, carries 0.2147; number 8, H, carries 0.2098